Entry 1:
{
  "formula": "C23H30F4N7SiZn",
  "method": "ωB97M-V with the def2-TZVPD basis set",
  "species": ["Zn", "C", "C", "N", "C", "C", "C", "C", "N", "C", "C", "F", "C", "F", "C", "C", "F", "C", "F", "H", "H", "H", "H", "H", "H", "H", "H", "H", "H", "H", "H", "H", "H", "H", "C", "C", "C", "C", "C", "C", "N", "N", "Si", "C", "C", "C", "H", "H", "H", "H", "H", "H", "H", "H", "H", "H", "H", "H", "H", "H", "H", "N", "C", "N", "C", "N"],
  "xyz": [[0.1054, 0.1013, -0.6932], [3.3371, -0.0057, 3.8034], [2.5809, 0.6538, 2.6503], [2.6935, 0.0021, 1.3550], [4.0399, -0.0281, 0.8063], [4.6239, 1.3526, 0.5701], [2.0887, -1.3142, 1.2827], [0.6527, -1.3930, 1.7747], [-0.1772, -0.3603, 1.1844], [-1.3145, -0.0182, 1.8244], [-1.8340, 1.2818, 1.6631], [-1.1380, 2.1527, 0.9057], [-2.9846, 1.7154, 2.2760], [-3.3838, 2.9873, 2.0652], [-3.7164, 0.9023, 3.1250], [-3.2278, -0.3757, 3.3070], [-3.9033, -1.2352, 4.0979], [-2.0824, -0.8323, 2.6848], [-1.7560, -2.1340, 2.8613], [3.0980, 0.4906, 4.7453], [4.4182, 0.0452, 3.6666], [3.0675, -1.0573, 3.9134], [2.9209, 1.6848, 2.5371], [1.5187, 0.7231, 2.8890], [3.9807, -0.5538, -0.1493], [4.7274, -0.6261, 1.4321], [3.9152, 1.9654, 0.0131], [5.5418, 1.2754, -0.0135], [4.8638, 1.8649, 1.5032], [2.6614, -2.0826, 1.8382], [2.1303, -1.6242, 0.2327], [0.6285, -1.3186, 2.8698], [0.3082, -2.4114, 1.5447], [-4.6154, 1.2451, 3.6098], [-1.5619, 3.3525, -1.7764], [-1.9490, 2.0620, -2.4358], [-2.8613, 2.0245, -3.4751], [-3.1634, 0.7832, -4.0406], [-2.5603, -0.3626, -3.5950], [-1.6191, -0.2754, -2.5374], [-1.3729, 0.9483, -1.9773], [-0.8974, -1.2469, -1.9931], [-0.6743, -2.8734, -2.4815], [-2.1043, -3.9631, -1.9336], [-0.4711, -3.0517, -4.3458], [0.8884, -3.4745, -1.6474], [-1.6569, 4.1848, -2.4736], [-0.5351, 3.3036, -1.4197], [-2.2027, 3.5477, -0.9158], [-3.3162, 2.9366, -3.8342], [-3.8778, 0.7259, -4.8545], [-2.7795, -1.3213, -4.0406], [-3.0325, -3.6713, -2.4273], [-2.2582, -3.8734, -0.8585], [-1.9169, -5.0131, -2.1660], [-1.4270, -3.0927, -4.8680], [0.0689, -3.9730, -4.5745], [0.1017, -2.2207, -4.7567], [0.7870, -3.4411, -0.5621], [1.7354, -2.8459, -1.9283], [1.1237, -4.5022, -1.9294], [1.7912, 0.6059, -1.6449], [2.7408, 0.4187, -2.2962], [3.7425, 0.1984, -3.0561], [4.9601, 0.5038, -2.6607], [6.0612, 0.7499, -2.4004]],
  "energy_ha": -3746.1860,
  "total_charge": -1,
  "e_above_lowest_kj_mol": 0.0,
  "molar_mass_g_mol": 574.01
}

=====

Entry 2:
{
  "formula": "C16B4O34V",
  "method": "ωB97M-V with the def2-TZVPD basis set",
  "species": ["O", "V", "O", "O", "C", "O", "B", "O", "C", "O", "O", "C", "O", "C", "O", "O", "O", "C", "O", "B", "O", "C", "O", "O", "C", "O", "C", "O", "O", "O", "C", "O", "B", "O", "C", "O", "O", "C", "O", "C", "O", "O", "O", "C", "O", "B", "O", "C", "O", "O", "C", "O", "C", "O", "O"],
  "xyz": [[2.8519, -3.4224, -0.6037], [2.0458, -2.1480, -1.0313], [2.9663, -1.2723, -2.0107], [-3.5954, 0.5681, -5.7558], [-2.5579, -0.0141, -5.7976], [-2.2897, -1.2044, -5.2567], [-0.8459, -1.4491, -5.2901], [-0.2934, -0.4262, -6.1935], [-1.2640, 0.4158, -6.5172], [-1.1671, 1.3633, -7.2472], [-0.5805, -2.8140, -5.7842], [0.1014, -3.5089, -4.9105], [0.4639, -4.6447, -4.9666], [0.3422, -2.5608, -3.6889], [-0.2531, -1.4382, -3.9214], [0.8796, -2.9282, -2.6627], [4.2008, 1.3045, 1.0548], [3.3985, 0.9493, 1.8571], [3.1459, 1.5046, 3.0329], [2.1789, 0.6996, 3.7760], [1.7167, -0.3331, 2.8082], [2.4143, -0.2489, 1.7201], [2.3089, -0.9404, 0.7401], [1.0379, 1.4766, 4.2994], [1.0988, 1.5543, 5.6114], [0.4004, 2.1891, 6.3439], [2.1944, 0.5345, 6.0692], [2.7767, 0.0892, 4.9648], [2.4426, 0.1658, 7.1762], [-4.6838, 0.6335, 1.1508], [-3.7591, -0.0073, 1.5458], [-3.2338, -1.0598, 0.9426], [-2.1846, -1.6287, 1.7852], [-2.0774, -0.7530, 2.9470], [-2.9639, 0.2492, 2.8596], [-3.0839, 1.1312, 3.6438], [-2.4424, -3.0160, 2.2161], [-1.6164, -3.8437, 1.5970], [-1.7289, -5.0328, 1.5275], [-0.5961, -2.9706, 0.8283], [-0.8973, -1.7241, 1.0115], [0.3365, -3.4191, 0.2038], [-1.8703, 1.2270, -2.0841], [-0.9535, 1.6862, -1.4783], [-0.7662, 2.9227, -1.0596], [0.3504, 2.9702, -0.0987], [1.1016, 1.7240, -0.3983], [0.3425, 0.9018, -1.0795], [0.6083, -0.2366, -1.3456], [-0.1329, 3.0163, 1.2849], [0.2037, 4.1876, 1.8081], [-0.2701, 4.6588, 2.7890], [1.1960, 4.8825, 0.8396], [1.2222, 4.1341, -0.2586], [1.7803, 5.9056, 1.0055]],
  "energy_ha": -4212.4901,
  "total_charge": -3,
  "e_above_lowest_kj_mol": 0.0,
  "molar_mass_g_mol": 830.33
}

=====

Entry 3:
{
  "formula": "C21H16AsF8NO5PtS2",
  "method": "ωB97M-V with the def2-TZVPD basis set",
  "species": ["Pt", "F", "C", "F", "F", "S", "O", "O", "N", "S", "O", "O", "C", "F", "F", "F", "O", "As", "C", "C", "C", "C", "C", "C", "C", "C", "C", "C", "C", "C", "C", "C", "C", "C", "C", "C", "H", "H", "H", "H", "H", "H", "H", "H", "H", "H", "H", "H", "H", "H", "H", "F", "C", "F", "H"],
  "xyz": [[-0.9727, -3.0655, -1.8660], [1.5322, -2.3562, -4.4303], [1.9592, -1.2071, -4.3002], [1.6270, -0.3156, -5.0794], [2.9172, -1.0180, -3.5451], [0.2691, -0.6116, -2.0269], [1.0124, -1.8326, -1.6777], [1.0833, 0.5489, -2.2472], [-0.7790, -0.9770, -3.1508], [-2.4071, -0.7671, -3.0005], [-2.8158, -1.6019, -1.8625], [-3.0500, -0.9265, -4.2481], [-2.6507, 1.0305, -2.4724], [-1.4897, 1.6745, -2.5394], [-3.5180, 1.5811, -3.2810], [-3.0905, 1.0606, -1.2253], [-0.6149, -0.3085, -0.7371], [0.2528, 0.5064, 0.6515], [0.1676, 2.3702, 0.3630], [1.2482, 3.0900, -0.1410], [1.0698, 4.4272, -0.4521], [-0.1573, 5.0370, -0.2152], [-1.2227, 4.3135, 0.3045], [-1.0676, 2.9710, 0.6071], [-0.8839, -0.0305, 2.0618], [-0.6571, 0.5259, 3.3190], [-1.4228, 0.0956, 4.3884], [-2.4028, -0.8715, 4.1960], [-2.6195, -1.4198, 2.9402], [-1.8657, -0.9952, 1.8557], [1.9949, -0.2137, 0.9165], [2.1203, -1.1012, 1.9847], [3.3662, -1.6417, 2.2653], [4.4675, -1.2976, 1.4974], [4.3295, -0.4291, 0.4190], [3.0944, 0.1191, 0.1228], [2.2174, 2.6340, -0.2739], [1.8947, 4.9976, -0.8567], [-0.2726, 6.0949, -0.4098], [-2.1816, 4.7881, 0.4624], [-1.8987, 2.3966, 0.9972], [0.1030, 1.2871, 3.4547], [-1.2635, 0.5176, 5.3712], [-3.0104, -1.1900, 5.0324], [-3.3766, -2.1791, 2.7989], [-2.0502, -1.4046, 0.8718], [1.2652, -1.3653, 2.5917], [3.4750, -2.3214, 3.0994], [5.4454, -1.6861, 1.7482], [5.1874, -0.1743, -0.1888], [2.9880, 0.7509, -0.7457], [-2.1511, -4.2711, 0.2010], [-1.7781, -4.6414, -1.0412], [-0.7812, -5.5326, -0.9309], [-2.6360, -5.0641, -1.5769]],
  "energy_ha": -5190.3679,
  "total_charge": 2,
  "e_above_lowest_kj_mol": 0.0,
  "molar_mass_g_mol": 848.48
}

=====

Entry 4:
{
  "formula": "C6H15NO",
  "method": "ωB97M-V with the def2-TZVPD basis set",
  "species": ["C", "C", "C", "C", "C", "O", "N", "C", "H", "H", "H", "H", "H", "H", "H", "H", "H", "H", "H", "H", "H", "H", "H"],
  "xyz": [[0.7422, 2.0571, -2.2385], [0.5041, 0.7395, -1.4859], [-0.3684, 0.9467, -0.2300], [-0.4245, -0.3027, 0.6562], [-0.9943, -1.5346, -0.0043], [-2.3309, -1.9209, 0.5575], [0.9053, -0.6910, 1.1800], [1.7747, 0.3500, 1.7729], [0.6800, 2.9078, -1.5503], [1.7513, 2.1263, -2.6250], [0.0263, 2.2624, -3.0305], [0.1370, -0.0285, -2.1562], [1.4700, 0.5209, -1.0283], [-0.1055, 1.8569, 0.3205], [-1.3583, 1.2850, -0.5836], [-0.9381, -0.0053, 1.5512], [-1.2838, -1.4398, -1.0357], [-0.4118, -2.4083, 0.2563], [-2.6036, -1.1022, 0.9877], [1.3887, -1.1985, 0.4526], [1.3968, 1.3463, 1.5606], [2.7786, 0.1949, 1.3769], [1.8076, 0.1135, 2.8302]],
  "energy_ha": -367.5495,
  "smiles": "CCC[C@@H](CO)NC",
  "total_charge": 0,
  "e_above_lowest_kj_mol": 214.8,
  "molar_mass_g_mol": 117.19
}

=====

Entry 5:
{
  "formula": "C7H7Br",
  "method": "ωB97M-V with the def2-TZVPD basis set",
  "species": ["C", "C", "C", "C", "C", "C", "C", "Br", "H", "H", "H", "H", "H", "H", "H"],
  "xyz": [[1.1114, -2.7290, 0.5432], [2.3075, -2.5093, 0.3648], [0.7179, 0.0095, -0.8157], [3.5725, -2.1029, 0.3649], [0.7301, 1.4019, -0.4012], [-0.5151, -0.0146, -1.3169], [-0.7610, 1.3908, -0.8221], [4.0700, -0.3574, -0.2108], [0.1719, -3.0018, 0.5051], [1.0678, 1.6341, 0.6701], [1.4490, 1.8606, -1.0746], [4.4367, -2.6513, 0.7452], [-1.2601, -0.7314, -1.6180], [-1.3577, 1.5073, 0.1542], [-0.9949, 2.1833, -1.5480]],
  "energy_ha": -2844.6462,
  "total_charge": 0,
  "e_above_lowest_kj_mol": 587.5,
  "molar_mass_g_mol": 171.04
}

=====

Entry 6:
{
  "formula": "C40H82InN4O8",
  "method": "ωB97M-V with the def2-TZVPD basis set",
  "species": ["In", "C", "C", "O", "O", "H", "H", "H", "C", "C", "O", "O", "H", "H", "H", "C", "C", "C", "C", "C", "C", "N", "O", "C", "C", "C", "H", "H", "H", "H", "H", "H", "H", "H", "H", "H", "H", "H", "H", "H", "H", "H", "H", "H", "H", "C", "C", "C", "C", "C", "C", "N", "O", "C", "C", "C", "H", "H", "H", "H", "H", "H", "H", "H", "H", "H", "H", "H", "H", "H", "H", "H", "H", "H", "H", "C", "C", "C", "C", "C", "C", "N", "O", "C", "C", "C", "H", "H", "H", "H", "H", "H", "H", "H", "H", "H", "H", "H", "H", "H", "H", "H", "H", "H", "H", "C", "C", "C", "C", "C", "C", "N", "O", "C", "C", "C", "H", "H", "H", "H", "H", "H", "H", "H", "H", "H", "H", "H", "H", "H", "H", "H", "H", "H", "H"],
  "xyz": [[11.0756, 9.0110, -10.6791], [5.5564, 13.5472, -15.2999], [6.9526, 13.1133, -14.8297], [7.8467, 12.7226, -15.5566], [7.2222, 13.1141, -13.6347], [4.8463, 12.7461, -15.5052], [5.7756, 14.1011, -16.2126], [5.0363, 14.2057, -14.6043], [6.2823, 4.7641, -16.6777], [7.2016, 5.6256, -15.7176], [8.2500, 6.1633, -16.1945], [6.8438, 5.7413, -14.5348], [6.3186, 3.7024, -16.4337], [6.4528, 4.8255, -17.7526], [5.2435, 5.0136, -16.4618], [2.5916, 18.1287, -4.5636], [3.2266, 19.0948, -5.6395], [4.3181, 18.3184, -6.4374], [3.7911, 17.3535, -7.4987], [2.8000, 17.9542, -8.3724], [1.6738, 18.8079, -7.6904], [2.2532, 19.6139, -6.6084], [1.3454, 20.4660, -6.0448], [0.9267, 19.7416, -8.7105], [0.5972, 17.8356, -7.2174], [3.9135, 20.2082, -4.9435], [1.7599, 18.5350, -3.9880], [3.2714, 18.0552, -3.7148], [2.3465, 17.1063, -4.8514], [4.9045, 19.1046, -6.9128], [4.9013, 17.7530, -5.7105], [3.3917, 16.5650, -6.8608], [4.5502, 16.7960, -8.0474], [2.4137, 17.1600, -9.0112], [3.2513, 18.6714, -9.0580], [-0.0138, 20.2034, -8.4101], [1.4920, 20.6567, -8.8864], [0.8311, 19.4552, -9.7578], [-0.2887, 18.2556, -6.7411], [0.2650, 17.3590, -8.1397], [1.0063, 17.0508, -6.5812], [4.1980, 20.9843, -5.6540], [4.8052, 19.8484, -4.4303], [3.2748, 20.6606, -4.1848], [1.5596, 21.2170, -6.6031], [-0.7693, 4.7307, -8.7310], [-0.5402, 5.4981, -9.9917], [-1.7061, 6.4916, -10.2106], [-1.8661, 7.5771, -9.1125], [-0.5878, 8.4150, -9.0818], [0.7506, 7.5587, -8.9778], [0.6305, 6.3476, -9.8202], [1.7533, 5.5742, -9.7150], [1.9002, 8.3808, -9.7262], [0.9832, 7.2886, -7.4853], [-0.4502, 4.6394, -11.2217], [-0.9409, 5.0905, -7.7165], [0.0703, 4.0390, -8.6622], [-1.6036, 4.0330, -8.8029], [-1.4909, 7.0293, -11.1340], [-2.6283, 5.9246, -10.3375], [-2.1396, 7.1269, -8.1583], [-2.6601, 8.2553, -9.4250], [-0.6862, 9.0570, -8.2065], [-0.4676, 8.9404, -10.0293], [2.9475, 8.1247, -9.5657], [1.8339, 8.3074, -10.8117], [1.7344, 9.4464, -9.5673], [0.0559, 7.2180, -6.9167], [1.6413, 6.4456, -7.2744], [1.5088, 8.1381, -7.0491], [-0.5000, 5.2032, -12.1533], [-1.4081, 4.1396, -11.3653], [0.3968, 3.9533, -11.2240], [2.2722, 5.7376, -10.5060], [6.1311, 21.9792, -20.1214], [5.1234, 20.9510, -19.4702], [3.8872, 21.6792, -18.7827], [2.8138, 22.3008, -19.7209], [2.3416, 21.1549, -20.6144], [3.5152, 20.4119, -21.3981], [4.5887, 20.0276, -20.4939], [5.5484, 19.2284, -21.0841], [2.8797, 19.1224, -22.1596], [3.9584, 21.3674, -22.5174], [5.7778, 20.1167, -18.3683], [7.1203, 22.0860, -19.6762], [5.6706, 22.9653, -20.0601], [6.2654, 21.6751, -21.1595], [3.4109, 20.9850, -18.0903], [4.2648, 22.5220, -18.2037], [3.1772, 23.1317, -20.3255], [2.0356, 22.7189, -19.0823], [1.4114, 21.3400, -21.1516], [1.9566, 20.4151, -19.9126], [2.5293, 18.4108, -21.4119], [2.0823, 19.4544, -22.8244], [3.5277, 18.3937, -22.6467], [4.3958, 22.3300, -22.2523], [4.7034, 20.9201, -23.1754], [3.0620, 21.6450, -23.0719], [5.0946, 19.3061, -18.1151], [5.8808, 20.7203, -17.4665], [6.7541, 19.7054, -18.6251], [5.2546, 18.3262, -20.9382], [13.6524, 18.2234, -11.8201], [14.7071, 17.9007, -10.7399], [15.5242, 19.2040, -10.4556], [16.3020, 19.2807, -9.1706], [15.4065, 19.0800, -7.9768], [14.4708, 17.7685, -8.1383], [13.9340, 17.4714, -9.5150], [13.1349, 16.3244, -9.5190], [15.2723, 16.6102, -7.6230], [13.2826, 17.8454, -7.1666], [15.5980, 16.6925, -11.2140], [12.7718, 18.7872, -11.5121], [13.1436, 17.2750, -11.9925], [14.0473, 18.6473, -12.7433], [16.2364, 19.3803, -11.2616], [14.7739, 19.9936, -10.4991], [16.9282, 20.1511, -8.9741], [17.0069, 18.4541, -9.2603], [14.7690, 19.9636, -7.9490], [15.9281, 18.8939, -7.0380], [15.1714, 16.4711, -6.5467], [15.1682, 15.6533, -8.1345], [16.3276, 16.8607, -7.7312], [12.4322, 18.3514, -7.6237], [12.7792, 16.8996, -6.9662], [13.5222, 18.3598, -6.2360], [15.0413, 15.8063, -11.5186], [16.0875, 16.2873, -10.3284], [16.3008, 16.7602, -12.0444], [12.2568, 16.6400, -9.7448]],
  "energy_ha": -2583.4980,
  "total_charge": 1,
  "e_above_lowest_kj_mol": 343.2,
  "molar_mass_g_mol": 861.93
}

=====

Please write out number 3 again, unchanged.
{
  "formula": "C21H16AsF8NO5PtS2",
  "method": "ωB97M-V with the def2-TZVPD basis set",
  "species": ["Pt", "F", "C", "F", "F", "S", "O", "O", "N", "S", "O", "O", "C", "F", "F", "F", "O", "As", "C", "C", "C", "C", "C", "C", "C", "C", "C", "C", "C", "C", "C", "C", "C", "C", "C", "C", "H", "H", "H", "H", "H", "H", "H", "H", "H", "H", "H", "H", "H", "H", "H", "F", "C", "F", "H"],
  "xyz": [[-0.9727, -3.0655, -1.8660], [1.5322, -2.3562, -4.4303], [1.9592, -1.2071, -4.3002], [1.6270, -0.3156, -5.0794], [2.9172, -1.0180, -3.5451], [0.2691, -0.6116, -2.0269], [1.0124, -1.8326, -1.6777], [1.0833, 0.5489, -2.2472], [-0.7790, -0.9770, -3.1508], [-2.4071, -0.7671, -3.0005], [-2.8158, -1.6019, -1.8625], [-3.0500, -0.9265, -4.2481], [-2.6507, 1.0305, -2.4724], [-1.4897, 1.6745, -2.5394], [-3.5180, 1.5811, -3.2810], [-3.0905, 1.0606, -1.2253], [-0.6149, -0.3085, -0.7371], [0.2528, 0.5064, 0.6515], [0.1676, 2.3702, 0.3630], [1.2482, 3.0900, -0.1410], [1.0698, 4.4272, -0.4521], [-0.1573, 5.0370, -0.2152], [-1.2227, 4.3135, 0.3045], [-1.0676, 2.9710, 0.6071], [-0.8839, -0.0305, 2.0618], [-0.6571, 0.5259, 3.3190], [-1.4228, 0.0956, 4.3884], [-2.4028, -0.8715, 4.1960], [-2.6195, -1.4198, 2.9402], [-1.8657, -0.9952, 1.8557], [1.9949, -0.2137, 0.9165], [2.1203, -1.1012, 1.9847], [3.3662, -1.6417, 2.2653], [4.4675, -1.2976, 1.4974], [4.3295, -0.4291, 0.4190], [3.0944, 0.1191, 0.1228], [2.2174, 2.6340, -0.2739], [1.8947, 4.9976, -0.8567], [-0.2726, 6.0949, -0.4098], [-2.1816, 4.7881, 0.4624], [-1.8987, 2.3966, 0.9972], [0.1030, 1.2871, 3.4547], [-1.2635, 0.5176, 5.3712], [-3.0104, -1.1900, 5.0324], [-3.3766, -2.1791, 2.7989], [-2.0502, -1.4046, 0.8718], [1.2652, -1.3653, 2.5917], [3.4750, -2.3214, 3.0994], [5.4454, -1.6861, 1.7482], [5.1874, -0.1743, -0.1888], [2.9880, 0.7509, -0.7457], [-2.1511, -4.2711, 0.2010], [-1.7781, -4.6414, -1.0412], [-0.7812, -5.5326, -0.9309], [-2.6360, -5.0641, -1.5769]],
  "energy_ha": -5190.3679,
  "total_charge": 2,
  "e_above_lowest_kj_mol": 0.0,
  "molar_mass_g_mol": 848.48
}

=====

Number 2 is which compound? C16B4O34V